The following is a quantum chemistry calculation of a 14-piece molecular cluster, C48H130N6O14 overall, from the OMol25 dataset.

The frontier orbital gap comes out at 9.4 eV. The value obtained for the energy above the lowest of the compared OMol25 structures with the same formula, charge and spin is 357.8 kJ/mol. The value obtained for the max |F| is 3.14 eV/Å.

Cartesian coordinates (Å):
C: 0.191 5.372 0.078
C: -0.802 5.574 1.232
C: -1.857 6.608 0.944
O: -1.355 4.312 1.566
H: -0.397 5.065 -0.787
H: 0.932 4.650 0.421
H: 0.652 6.327 -0.175
H: -0.186 5.960 2.045
H: -2.585 6.610 1.755
H: -2.362 6.438 -0.007
H: -1.423 7.599 0.811
H: -2.175 4.222 1.075
C: 2.686 5.093 -4.341
C: 2.215 4.242 -3.089
C: 2.240 2.749 -3.243
O: 2.933 4.599 -1.946
H: 2.166 4.834 -5.263
H: 3.757 5.008 -4.525
H: 2.450 6.146 -4.188
H: 1.216 4.635 -2.906
H: 3.234 2.308 -3.322
H: 1.683 2.447 -4.130
H: 1.755 2.277 -2.388
H: 3.029 5.550 -1.849
C: 4.828 0.618 -1.616
C: 4.633 -0.702 -2.330
C: 3.845 -0.412 -3.607
O: 5.935 -1.195 -2.669
H: 5.123 0.475 -0.576
H: 3.930 1.226 -1.499
H: 5.668 1.173 -2.032
H: 4.180 -1.446 -1.675
H: 3.752 -1.366 -4.127
H: 4.167 0.455 -4.184
H: 2.832 -0.110 -3.342
H: 6.508 -1.307 -1.907
C: 2.562 -5.651 0.373
C: 3.028 -4.405 -0.436
C: 4.031 -4.689 -1.524
O: 1.850 -4.003 -1.109
H: 3.476 -6.109 0.752
H: 1.972 -6.363 -0.205
H: 1.912 -5.355 1.196
H: 3.441 -3.660 0.244
H: 3.955 -3.835 -2.197
H: 3.848 -5.609 -2.080
H: 5.012 -4.677 -1.050
H: 1.586 -4.617 -1.798
C: -0.789 -4.813 -3.454
C: 0.420 -5.484 -4.031
C: 1.367 -4.429 -4.711
O: 1.059 -6.028 -2.886
H: -1.223 -4.240 -4.273
H: -0.461 -4.137 -2.664
H: -1.597 -5.484 -3.158
H: 0.104 -6.224 -4.766
H: 2.247 -5.000 -5.005
H: 1.638 -3.589 -4.072
H: 1.000 -3.949 -5.619
H: 0.433 -6.611 -2.449
C: -1.406 -1.308 -5.566
C: -0.413 -0.970 -4.465
C: -0.122 0.509 -4.391
O: -1.017 -1.306 -3.229
H: -1.024 -0.831 -6.469
H: -2.457 -1.043 -5.448
H: -1.415 -2.388 -5.709
H: 0.526 -1.523 -4.490
H: 0.571 0.648 -3.562
H: -0.979 1.167 -4.248
H: 0.268 0.854 -5.348
H: -0.368 -1.316 -2.521
C: -3.552 -0.636 -1.128
C: -4.329 -1.030 -2.430
C: -4.367 0.128 -3.417
O: -3.692 -2.071 -3.093
H: -3.260 -1.531 -0.578
H: -4.117 0.112 -0.572
H: -2.676 -0.065 -1.434
H: -5.357 -1.280 -2.166
H: -5.218 0.766 -3.180
H: -4.625 -0.182 -4.430
H: -3.467 0.741 -3.469
H: -2.745 -1.925 -3.154
C: 0.482 -3.148 4.334
C: -0.545 -2.112 4.709
C: -1.919 -2.695 5.088
O: -0.008 -1.480 5.817
H: 0.421 -3.994 5.019
H: 1.512 -2.794 4.371
H: 0.201 -3.522 3.350
H: -0.625 -1.430 3.862
H: -1.798 -3.582 5.710
H: -2.563 -3.067 4.291
H: -2.540 -2.024 5.682
H: -0.496 -0.730 6.163
C: 3.064 0.303 3.666
C: 2.627 1.399 4.670
C: 1.414 2.281 4.085
O: 1.096 3.205 5.102
C: -0.030 4.083 4.894
N: 2.327 0.717 5.946
H: 3.387 0.833 2.769
H: 2.295 -0.407 3.363
H: 3.868 -0.300 4.088
H: 3.435 2.101 4.878
H: 0.601 1.573 3.926
H: 1.698 2.794 3.166
H: -0.853 3.388 5.061
H: -0.055 4.487 3.882
H: -0.045 4.787 5.727
H: 1.696 1.331 6.440
H: 1.678 -0.040 5.785
C: -4.600 4.801 2.524
C: -5.022 5.035 1.108
C: -4.658 3.960 0.097
O: -3.280 3.995 -0.220
C: -2.843 3.078 -1.138
N: -6.468 5.105 1.181
H: -5.234 4.073 3.030
H: -4.373 5.727 3.052
H: -3.631 4.327 2.370
H: -4.580 5.991 0.827
H: -5.169 4.128 -0.850
H: -5.046 2.969 0.332
H: -3.085 2.051 -0.865
H: -1.759 3.039 -1.251
H: -3.312 3.406 -2.065
H: -6.893 5.511 0.359
H: -6.718 5.801 1.870
C: 8.337 3.015 -0.420
C: 7.559 4.370 -0.563
C: 5.958 4.305 -0.558
O: 5.674 3.520 0.591
C: 4.276 3.367 0.901
N: 7.899 5.144 0.675
H: 9.402 3.245 -0.383
H: 8.241 2.461 -1.354
H: 7.940 2.404 0.390
H: 7.865 4.867 -1.484
H: 5.553 3.776 -1.421
H: 5.508 5.297 -0.526
H: 4.177 2.691 1.751
H: 3.755 3.039 0.001
H: 3.759 4.273 1.217
H: 7.249 5.908 0.791
H: 7.429 4.458 1.248
C: -3.626 -7.293 -1.797
C: -3.613 -7.012 -0.314
C: -2.909 -5.663 0.038
O: -3.051 -5.503 1.405
C: -1.986 -6.142 2.118
N: -4.964 -6.945 0.190
H: -4.158 -6.440 -2.220
H: -3.979 -8.254 -2.171
H: -2.635 -7.196 -2.241
H: -3.067 -7.843 0.133
H: -3.418 -4.873 -0.514
H: -1.871 -5.616 -0.293
H: -2.152 -7.219 2.113
H: -2.012 -5.806 3.155
H: -1.055 -5.874 1.619
H: -5.481 -6.482 -0.544
H: -4.809 -6.345 0.988
C: -0.821 -2.418 0.309
C: -0.041 -1.162 -0.104
C: 0.915 -0.641 0.953
O: 1.711 0.448 0.471
C: 0.933 1.564 0.109
N: 0.763 -1.490 -1.255
H: -0.195 -3.264 0.593
H: -1.412 -2.839 -0.504
H: -1.434 -2.195 1.182
H: -0.738 -0.342 -0.281
H: 1.562 -1.465 1.256
H: 0.347 -0.313 1.824
H: 0.252 2.026 0.823
H: 0.420 1.358 -0.830
H: 1.635 2.351 -0.166
H: 1.305 -2.333 -1.129
H: 1.586 -0.914 -1.145
C: -2.403 0.969 2.419
C: -3.738 0.992 3.165
C: -4.252 -0.433 3.325
O: -4.335 -1.092 2.071
C: -4.694 -2.425 2.136
N: -3.642 1.625 4.469
H: -2.500 0.363 1.519
H: -1.629 0.562 3.069
H: -2.133 1.960 2.055
H: -4.487 1.570 2.624
H: -5.278 -0.364 3.685
H: -3.598 -0.910 4.056
H: -5.710 -2.490 2.525
H: -4.033 -3.111 2.665
H: -4.807 -2.837 1.132
H: -3.531 2.628 4.491
H: -4.495 1.434 4.976